100
Properties=species:S:1:pos:R:3:forces:R:3:lowdin_charge:R:1 method="wB97M-V/def2-TZVPD" orbital_gap_ev=7.213 e_above_lowest_kcal_mol=0.0 total_charge=-1 e_tot_ha=-8168.775266
Pd -0.2869 0.8265 -0.3089 -0.39 0.43 -0.28 1.05
O 0.0025 5.6402 2.8401 -0.18 0.04 -0.06 0.12
C -1.2662 5.2739 2.7483 0.13 0.07 -0.01 -0.51
O -2.1704 5.9468 3.1825 -0.03 -0.02 0.06 0.09
C -1.5391 3.9687 2.0903 -0.07 -0.10 0.11 -0.04
C -2.7840 3.3726 2.0208 0.02 0.07 -0.03 0.02
N -2.6399 2.2083 1.3742 0.08 -0.16 0.04 0.05
N -1.3680 2.0068 1.0247 -0.02 -0.11 -0.49 -0.02
C -0.6875 3.0628 1.4355 -0.03 -0.07 0.05 -0.12
C 0.7385 3.1343 0.9967 0.08 -0.04 -0.13 -0.53
O 1.4867 3.9754 1.5002 -0.02 0.03 -0.11 0.06
O 1.0402 2.3173 0.0648 0.12 -0.14 0.20 -0.07
H 0.6173 5.0106 2.3522 0.07 -0.04 0.07 0.06
H -3.7359 3.7178 2.3830 -0.02 0.00 0.01 0.14
H -3.3463 1.5631 1.0487 0.02 0.01 -0.05 0.15
Se -6.8947 -1.0473 0.2063 0.04 -0.01 0.09 0.23
P -5.7129 -1.7897 -1.3768 0.06 -0.03 -0.04 0.52
C -6.0692 -1.0639 -3.0066 -0.05 0.06 -0.02 -0.37
C -6.6662 0.1862 -3.0941 -0.05 -0.06 0.01 -0.10
C -6.8997 0.7530 -4.3373 0.01 0.00 -0.02 -0.08
C -6.5347 0.0744 -5.4917 -0.01 0.01 0.00 -0.09
C -5.9303 -1.1719 -5.4050 0.01 -0.01 0.01 -0.08
C -5.6960 -1.7422 -4.1632 0.07 0.03 0.02 -0.08
C -6.1436 -3.5316 -1.6562 -0.01 0.01 -0.02 -0.36
C -5.3975 -4.6140 -1.2370 0.05 -0.10 0.02 -0.08
C -5.8836 -5.9096 -1.3736 0.03 0.02 -0.01 -0.07
C -7.1262 -6.1242 -1.9392 -0.03 -0.01 -0.01 -0.09
C -7.8882 -5.0393 -2.3631 0.00 -0.04 0.02 -0.08
C -7.4073 -3.7536 -2.2143 0.03 0.07 -0.05 -0.10
C -3.9587 -1.2921 -1.1868 0.03 -0.13 0.02 -0.40
C -2.6359 -1.5979 -0.8225 0.31 -0.08 0.01 -0.40
N -1.9888 -0.4028 -0.7576 -0.03 0.29 -0.24 -0.11
N -2.8557 0.5533 -1.0731 -0.07 0.26 0.11 -0.09
N -4.0240 0.0489 -1.3224 0.05 0.07 0.00 -0.03
P -1.6844 -3.1434 -0.7093 -0.06 -0.06 0.07 0.52
Se 0.3555 -3.0260 -0.3117 -0.10 -0.12 -0.01 0.47
C -2.0024 -3.8634 -2.3538 -0.13 0.07 0.03 -0.34
C -2.3584 -5.1864 -2.5775 -0.01 -0.01 0.05 -0.09
C -2.5333 -5.6538 -3.8731 -0.01 0.00 0.02 -0.08
C -2.3488 -4.8012 -4.9494 0.00 0.01 -0.02 -0.09
C -1.9713 -3.4815 -4.7320 0.01 -0.02 -0.02 -0.08
C -1.7910 -3.0154 -3.4416 -0.05 0.03 0.02 -0.08
C -2.5060 -4.1185 0.5853 -0.06 0.10 -0.01 -0.38
C -2.0634 -5.4184 0.8286 -0.03 -0.02 -0.02 -0.12
C -2.6065 -6.1533 1.8686 0.00 -0.01 -0.01 -0.08
C -3.5712 -5.5862 2.6926 -0.01 0.00 0.01 -0.08
C -3.9919 -4.2842 2.4736 -0.01 -0.03 0.02 -0.07
C -3.4611 -3.5496 1.4231 -0.04 -0.03 -0.10 -0.09
H -6.9423 0.7013 -2.1829 0.01 0.01 0.01 0.07
H -7.3608 1.7298 -4.4047 -0.01 0.00 0.00 0.10
H -6.7186 0.5187 -6.4616 0.00 0.01 -0.01 0.10
H -5.6397 -1.7012 -6.3032 0.01 0.00 -0.01 0.10
H -5.2131 -2.7106 -4.0961 0.00 -0.02 -0.01 0.11
H -4.4401 -4.4554 -0.7812 0.20 -0.03 0.07 0.06
H -5.2865 -6.7440 -1.0282 0.02 0.00 0.00 0.10
H -7.5100 -7.1309 -2.0449 0.00 -0.01 -0.01 0.10
H -8.8648 -5.1996 -2.8009 -0.01 0.01 0.00 0.10
H -8.0123 -2.9101 -2.5231 -0.01 -0.01 -0.01 0.11
H -2.5070 -5.8588 -1.7435 -0.05 -0.02 0.02 0.09
H -2.8218 -6.6840 -4.0375 0.00 -0.01 0.00 0.10
H -2.4944 -5.1644 -5.9588 0.00 0.00 -0.01 0.10
H -1.8149 -2.8142 -5.5695 0.01 0.01 -0.01 0.11
H -1.4814 -1.9900 -3.2729 -0.02 0.00 -0.01 0.11
H -1.2716 -5.8369 0.2195 0.03 0.01 0.02 0.10
H -2.2627 -7.1635 2.0497 0.00 -0.01 0.00 0.10
H -3.9854 -6.1582 3.5128 -0.01 -0.01 0.01 0.10
H -4.7381 -3.8353 3.1153 -0.01 0.02 0.00 0.11
H -3.8095 -2.5395 1.2481 0.00 0.02 0.03 0.09
C 5.1377 -2.6589 5.3337 0.02 0.00 -0.01 -0.06
C 5.5763 -2.2125 3.9618 -0.02 0.01 0.01 -0.24
C 6.9124 -1.8825 3.7508 0.01 0.02 0.00 -0.08
C 7.3367 -1.4407 2.5092 0.00 -0.02 0.00 -0.10
C 6.4384 -1.3196 1.4637 0.01 0.02 0.01 -0.04
C 5.1008 -1.6668 1.6519 -0.01 -0.05 -0.01 -0.19
N 4.1296 -1.5354 0.6638 -0.04 0.04 0.00 0.11
C 4.2802 -1.4579 -0.7034 0.00 -0.05 -0.01 -0.17
C 5.3816 -2.0159 -1.3687 0.02 0.01 0.00 -0.04
C 5.4807 -1.9621 -2.7452 -0.01 0.00 0.00 -0.10
C 4.4848 -1.3671 -3.5104 0.01 -0.01 0.00 -0.10
C 3.3769 -0.8485 -2.8667 0.01 0.01 -0.02 -0.02
C 3.2515 -0.8826 -1.4812 -0.02 0.00 -0.07 -0.07
C 1.9909 -0.3588 -0.8752 -0.10 -0.02 0.04 -0.68
O 1.1285 0.1479 -1.6850 -0.55 -0.04 0.64 -0.14
O 1.7533 -0.4429 0.3431 0.83 -0.12 0.02 -0.13
C 4.6643 -2.1233 2.9095 0.01 -0.03 0.03 -0.16
C 3.2154 -2.4966 3.0759 0.03 0.00 0.01 -0.03
H 5.9570 -2.5566 6.0445 0.00 -0.01 0.01 0.07
H 4.8203 -3.7042 5.3369 -0.01 0.00 0.00 0.08
H 4.2991 -2.0635 5.6972 0.00 0.00 0.02 0.08
H 7.6160 -1.9570 4.5712 0.01 -0.01 0.01 0.10
H 8.3736 -1.1687 2.3559 0.01 0.02 0.00 0.10
H 6.7640 -0.9189 0.5152 0.00 0.00 -0.01 0.10
H 3.2008 -1.2307 0.9581 0.01 0.04 -0.01 0.09
H 6.1429 -2.5243 -0.7952 0.01 0.00 -0.01 0.10
H 6.3437 -2.4056 -3.2274 0.01 -0.01 0.00 0.10
H 4.5647 -1.3286 -4.5886 0.00 0.01 0.00 0.09
H 2.5662 -0.4035 -3.4267 0.00 0.00 0.00 0.11
H 2.8840 -3.1208 2.2439 -0.02 0.00 0.00 0.08
H 2.5654 -1.6167 3.0782 0.00 0.01 -0.01 0.10
H 3.0411 -3.0387 4.0016 -0.01 -0.01 0.00 0.06

***

10
Properties=species:S:1:pos:R:3:forces:R:3:nbo_charge:R:1 method="wB97M-V/def2-TZVPD" orbital_gap_ev="7.694 / 9.809" e_above_lowest_kcal_mol=74.0 s2=2.017 multiplicity=3 total_charge=+1 e_tot_ha=-280.434941
C 0.7930 -1.5424 0.6360 1.55 -0.48 0.02 0.22
C 0.8364 -0.4129 -1.2160 -1.86 1.22 1.56 0.29
C -0.0911 -0.4267 0.8685 -3.08 -0.16 3.75 -0.30
N 1.3114 -1.4320 -0.5758 1.51 -2.37 1.08 -0.20
N 1.4898 -2.7150 0.1480 -0.72 0.44 -0.78 0.16
N -0.0513 0.2016 -0.3902 1.79 -1.24 -2.31 -0.42
H 1.1936 0.0892 -2.0268 0.85 0.59 -2.59 0.25
H -1.1502 -0.7190 1.2506 1.42 0.63 -0.70 0.28
H 0.3499 0.2298 1.6595 -0.44 -0.17 -0.23 0.27
H -0.3298 1.0970 -0.6721 -1.03 1.55 0.20 0.45

***

16
Properties=species:S:1:pos:R:3:forces:R:3:nbo_charge:R:1 method="wB97M-V/def2-TZVPD" orbital_gap_ev=9.441 e_above_lowest_kcal_mol=33.1 smiles="C1=CCCCC1" e_tot_ha=-234.549691
C 0.4107 -0.0294 -1.2556 0.04 -0.08 -0.01 -0.39
C 1.2313 -0.4606 -0.0288 0.20 0.03 0.05 -0.40
C 0.3529 -0.8784 1.1428 0.40 0.13 0.23 -0.45
C -0.7866 0.0507 1.3161 -0.03 -0.46 0.37 -0.13
C -1.2938 0.8108 0.3487 0.57 -0.74 -0.58 -0.26
C -0.5044 1.1527 -0.9064 -0.14 -0.22 -0.02 -0.45
H -0.2112 -0.8671 -1.6000 0.10 0.05 0.08 0.19
H 1.0801 0.2240 -2.0862 -0.05 -0.02 0.13 0.21
H 1.8345 0.3887 0.3078 0.12 -0.02 -0.15 0.20
H 1.9159 -1.2747 -0.2853 -0.01 0.12 -0.04 0.21
H 0.8770 -0.9800 2.0874 0.55 -0.20 0.01 0.21
H -0.1116 -1.8657 0.9338 0.17 0.38 0.16 0.21
H -1.4562 -0.1057 2.1599 0.03 -0.56 -0.07 0.19
H -2.2815 0.3824 0.3809 -1.63 2.03 -0.54 0.23
H 0.1179 2.0563 -0.7787 -0.31 -0.29 0.29 0.21
H -1.1749 1.3960 -1.7365 0.03 -0.14 0.09 0.21

***

15
Properties=species:S:1:pos:R:3:forces:R:3:nbo_charge:R:1 method="wB97M-V/def2-TZVPD" orbital_gap_ev=11.232 e_above_lowest_kcal_mol=38.5 smiles=O.O.O.O.O e_tot_ha=-382.162894
H -1.8150 -0.5225 -0.2110 0.08 -2.01 0.65 0.48
H -0.8657 -1.6849 0.2929 -0.03 0.20 -0.30 0.47
H -0.1283 -0.8716 -2.1196 -1.04 0.04 -1.24 0.49
H 0.4184 0.2106 -1.1352 -0.25 -0.73 -0.79 0.46
H 1.0122 -1.3442 1.5830 0.37 0.68 0.25 0.47
H 0.6571 -0.0713 0.9027 -0.55 0.44 -0.65 0.45
H -3.9655 1.8753 -0.0418 0.05 -0.06 0.09 0.48
H -2.8104 1.5055 0.9234 -0.35 0.05 -0.51 0.48
H 2.6983 0.4809 -0.6713 1.13 0.02 0.30 0.46
H 3.0751 1.6691 0.1068 -0.59 1.87 1.17 0.46
O -1.7831 -1.4851 0.0893 -0.64 1.68 -0.27 -0.95
O 0.4197 -0.7378 -1.3754 1.62 0.98 1.76 -0.95
O 1.1717 -0.3799 1.6312 0.18 -1.15 0.60 -0.92
O -3.0754 1.5112 -0.0137 0.44 -0.07 0.44 -0.96
O 3.4825 0.9358 -0.2851 -0.39 -1.96 -1.51 -0.92

***

16
Properties=species:S:1:pos:R:3:forces:R:3:nbo_charge:R:1 method="wB97M-V/def2-TZVPD" orbital_gap_ev=7.492 e_above_lowest_kcal_mol=14.0 total_charge=-1 e_tot_ha=-797.849887
C -1.1988 0.6286 -0.3362 -1.78 0.55 -0.85 -0.22
C -0.3052 1.8259 0.0556 1.16 -2.01 -0.24 -0.56
S -0.4830 3.2980 -0.9636 0.09 0.19 0.27 -0.07
N -1.1621 -0.4611 0.5705 0.54 -0.84 0.35 -0.72
C -0.1070 -1.4930 0.5501 -0.93 0.00 0.87 0.87
O 0.7437 -1.4435 -0.3471 0.10 0.74 -0.73 -0.81
O -0.2138 -2.3345 1.4699 -0.06 0.33 -0.05 -0.80
H -2.2288 1.0774 -0.4494 0.46 -0.56 0.56 0.16
H -1.1136 0.1565 -1.3405 1.03 0.84 0.40 0.22
H -0.5036 2.0843 1.0841 -0.64 0.45 0.27 0.21
H 0.7058 1.3770 0.1697 -0.13 0.77 -0.69 0.24
H 0.0205 2.8232 -2.1012 0.09 -0.20 -0.12 0.12
H -1.5044 -0.3317 1.5069 -0.15 0.03 0.02 0.37
H 1.8804 -3.8384 0.1282 -0.20 0.84 0.18 0.48
H 2.3967 -2.3742 0.3678 -0.98 -0.20 -0.31 0.50
O 2.6620 -3.2770 0.1664 1.37 -0.94 0.06 -0.99

***

13
Properties=species:S:1:pos:R:3:forces:R:3:nbo_charge:R:1 method="wB97M-V/def2-TZVPD" orbital_gap_ev=9.601 e_above_lowest_kcal_mol=34.6 smiles=CNN(Cl)OC e_tot_ha=-725.189648
C -1.1785 -1.5326 0.2925 0.97 -2.35 1.88 -0.47
C 0.5989 2.1837 -0.1347 1.42 -3.76 0.28 -0.24
N -0.2127 -1.1606 -0.7361 1.36 1.13 1.22 -0.43
N 0.6264 -0.0716 -0.4021 0.10 -1.21 -2.85 0.06
O -0.1095 0.9092 0.1090 -0.42 1.06 0.73 -0.37
Cl 2.0221 -0.5120 0.7901 -0.20 -0.35 0.62 -0.16
H -0.9164 -1.5196 1.4152 0.38 1.00 -1.73 0.21
H -2.0943 -1.0679 0.1228 -1.37 1.28 -0.09 0.20
H -1.4368 -2.5917 0.2974 0.26 -0.31 -0.94 0.21
H 1.6495 1.9561 0.1245 -0.44 0.63 -0.04 0.21
H 0.1482 2.8480 0.4947 -1.04 1.89 1.57 0.19
H 0.5055 2.4015 -1.1496 -0.15 0.56 -1.64 0.19
H 0.3976 -1.8426 -1.2236 -0.85 0.42 1.00 0.39